1:
13
Properties=species:S:1:pos:R:3 method="wB97M-V/def2-TZVPD" smiles="C/N=C/n1nnc(=O)o1" homo_energy_ha=-0.3659 e_lumo_ev=-0.320 orbital_gap_ev=9.64
C 3.8592 -0.2568 0.0701
N 2.4439 0.3136 0.1484
C 1.3716 -0.3722 -0.2601
N -0.0259 0.2439 -0.1571
N -0.6301 1.4010 -0.0857
N -1.8328 1.1496 0.0399
C -2.1302 -0.3146 0.0377
O -3.1310 -0.9055 0.0317
O -0.8538 -0.7546 0.1679
H 3.9839 -1.4070 0.1306
H 4.2984 -0.2459 -0.8398
H 4.0945 0.2886 1.0763
H 1.2129 -1.4498 -0.6692

2:
13
Properties=species:S:1:pos:R:3 method="wB97M-V/def2-TZVPD" homo_energy_ha=-0.3360 e_lumo_ev=-1.517 orbital_gap_ev=7.63
C 1.4085 -0.1786 -0.2241
C -0.1272 1.1420 -0.0661
C -0.8984 -1.2228 0.2441
H 1.9728 -1.9024 0.8450
H -1.4246 2.4910 0.2880
H -0.4484 -2.1858 1.4508
H -2.4264 -0.0885 -1.3757
N 2.0241 0.9204 -0.1647
N 0.9528 1.9003 -0.3439
N 0.0554 -0.1331 -0.0169
N -2.1410 -1.1690 -0.6370
O 2.4204 -1.1294 -0.2405
O -1.3679 1.5558 0.2411

Quick one: least stable of them? 2

1:
6
Properties=species:S:1:pos:R:3 method="wB97M-V/def2-TZVPD" homo_energy_ha=-0.0753 e_lumo_ev=3.554 charge=-1 orbital_gap_ev=5.60
C -0.8576 1.5348 -0.1768
N 0.5724 -1.0220 0.0422
O -0.3011 1.7393 -1.1285
O -1.4409 1.2609 0.7876
F 1.9482 -0.7330 0.5366
Br 0.0791 -2.7799 -0.0610

2:
6
Properties=species:S:1:pos:R:3 method="wB97M-V/def2-TZVPD" homo_energy_ha=-0.1239 e_lumo_ev=3.719 charge=-1 orbital_gap_ev=7.09
C -0.4050 0.5847 -0.1246
N 0.9988 -0.5230 0.6186
O -0.1463 0.5909 -1.2986
O -1.1062 0.8371 0.8050
F 1.0617 -1.8645 0.2648
Br 2.3866 0.3104 -0.1358

Quick one: least stable of them? 1